No. 1
63
Properties=species:S:1:pos:R:3:forces:R:3:lowdin_charge:R:1 method="wB97M-V/def2-TZVPD" homo_energy_ha=-0.343 orbital_gap_ev=9.67
O 3.383708 -2.475058 -0.226263 -2.5558 1.4965 0.9997 -0.250
S 2.089916 -2.243095 0.422524 2.7258 -2.1352 0.4439 0.762
O 1.897101 -3.104602 1.615606 -0.6257 2.3348 -2.7390 -0.269
O 1.734703 -0.678613 0.857896 0.1712 -2.8074 -1.0098 -0.247
C 0.427394 -0.270043 0.291689 2.1742 0.6839 -1.0134 -0.211
C 0.860882 0.883029 -0.689527 -1.1614 0.7541 -0.4914 -0.075
C 0.187983 0.846807 -2.089598 -0.2814 -0.2634 0.4505 -0.185
F 0.520054 1.995542 -2.805415 0.1972 -0.3040 0.2582 -0.059
C -0.126551 -1.617502 -0.263057 -1.9741 -0.4500 2.3422 -0.301
C -1.508462 -1.691332 -0.968425 0.1420 -0.4037 -0.6862 -0.120
C -2.719684 -1.273425 -0.072201 -0.1380 0.4351 -1.0381 -0.248
C -2.768020 0.245647 0.325147 0.5587 -0.2024 0.6683 -0.485
S -2.704531 0.335219 2.194486 0.1674 0.3908 0.0169 0.695
O 0.975542 -2.387480 -0.819605 0.4873 1.4105 1.7971 -0.144
H -0.054995 0.181238 1.177027 -0.4008 -0.7809 -0.7214 0.112
H 0.536411 1.841228 -0.215024 0.2717 -0.5713 -0.3639 0.128
H 1.956736 0.964206 -0.812259 -0.5657 -0.4247 0.1615 0.135
H -0.918484 0.867401 -1.989181 0.6703 -0.1188 -0.1385 0.104
H 0.497303 -0.034129 -2.691680 -0.1499 0.4947 0.3724 0.135
H -0.320321 -2.187144 0.686229 -0.2579 0.5601 -0.4718 0.126
H -1.562358 -1.144623 -1.933412 0.2227 -0.2480 0.6129 0.107
H -1.664620 -2.764468 -1.231621 0.2142 0.6653 0.2245 0.132
H -2.785667 -1.937681 0.804285 0.0516 0.5630 -0.3278 0.056
H -3.632317 -1.471018 -0.683814 0.6654 -0.0267 0.3745 0.119
H -3.714459 0.749174 0.048401 0.4947 -0.4863 0.1528 0.068
H -1.954557 0.851084 -0.132854 -0.5098 -0.4765 0.4154 0.056
H -1.497250 0.879725 2.547898 -0.5509 -0.1765 -0.6765 -0.153
C 2.521377 0.170943 4.492411 -0.0280 0.0562 0.0540 -0.081
C 2.526757 0.882945 3.298612 0.0482 0.1044 0.0357 -0.090
C 2.471891 2.272352 3.317458 -0.0292 -0.0396 0.1167 -0.094
C 2.421214 2.949828 4.530425 -0.0248 -0.0268 -0.0184 -0.099
C 2.419606 2.237437 5.723489 -0.0035 -0.0220 -0.0397 -0.098
C 2.465463 0.848228 5.704901 -0.0022 0.0247 -0.0664 -0.094
H 2.560723 -0.911862 4.477400 0.0024 0.0265 -0.0199 0.105
H 2.573677 0.356134 2.355812 0.1001 0.1636 0.2907 0.074
H 2.469728 2.827705 2.386492 0.0394 -0.0026 0.0203 0.097
H 2.383346 4.032445 4.545319 0.0020 -0.0277 0.0081 0.099
H 2.381877 2.765320 6.668784 -0.0016 -0.0147 -0.0281 0.100
H 2.458855 0.293525 6.635236 0.0092 0.0163 -0.0202 0.100
C -2.988018 -5.400959 1.462696 0.0072 0.0350 -0.0161 -0.091
C -2.794949 -6.742288 1.157794 0.0180 0.0187 -0.0157 -0.097
C -1.519237 -7.212988 0.871033 0.0305 0.0741 0.0237 -0.093
C -0.434874 -6.343577 0.898248 -0.0961 -0.0211 -0.0148 -0.077
C -0.625947 -5.001815 1.206515 -0.0320 0.0153 -0.0808 -0.080
C -1.903580 -4.531397 1.484225 0.0021 -0.1896 -0.0448 -0.095
H -3.983069 -5.032882 1.683955 0.0247 -0.0183 0.0042 0.101
H -3.638973 -7.421257 1.143263 0.0218 0.0220 -0.0042 0.100
H -1.369634 -8.257730 0.627191 -0.0058 0.0223 0.0182 0.100
H 0.559924 -6.711913 0.679203 -0.0175 0.0246 0.0102 0.106
H 0.220069 -4.325564 1.231152 -0.1304 -0.2086 0.0694 0.060
H -2.054100 -3.485979 1.720678 0.0297 -0.0648 0.1423 0.078
C 0.342342 4.142358 -5.155561 -0.0075 0.0496 -0.0293 -0.096
C 0.372451 4.854586 -6.348619 -0.0152 0.0313 0.0499 -0.097
C 0.337479 6.243781 -6.331073 0.0088 -0.0239 0.0489 -0.101
C 0.281744 6.921447 -5.119147 -0.0016 -0.0458 -0.0020 -0.101
C 0.255232 6.209179 -3.926036 -0.0076 -0.0268 -0.0768 -0.096
C 0.281318 4.819546 -3.943682 -0.0066 0.1225 -0.0338 -0.098
H 0.366521 3.059943 -5.168952 0.0091 0.0319 0.0253 0.092
H 0.422622 4.326359 -7.293257 -0.0079 0.0163 0.0257 0.099
H 0.354567 6.798342 -7.261482 0.0103 -0.0139 0.0239 0.099
H 0.259205 8.004476 -5.104926 -0.0009 -0.0288 -0.0008 0.098
H 0.213469 6.737893 -2.981172 -0.0032 -0.0131 -0.0276 0.098
H 0.255471 4.265351 -3.015636 0.0152 0.0197 -0.0406 0.082

***

No. 2
67
Properties=species:S:1:pos:R:3:forces:R:3:lowdin_charge:R:1 method="wB97M-V/def2-TZVPD" homo_energy_ha="-0.148 / -0.186" spin_multiplicity=4 orbital_gap_ev="6.38 / 7.42" s2=3.758 total_charge=-1
V -0.147425 -1.147141 0.925503 0.0645 0.2633 -0.3037 0.655
N 3.645210 -0.105493 -0.137344 0.0188 0.0039 -0.0058 0.013
C 3.596608 0.848237 0.979908 -0.0326 0.0099 0.0117 -0.287
C 3.306717 2.274898 0.529056 -0.0036 0.0145 -0.0398 -0.213
C 1.833953 2.552852 0.227608 0.0153 0.0540 -0.0583 -0.197
C 1.190326 1.681864 -0.860643 -0.0007 0.0621 0.0298 -0.231
N 0.191403 0.730843 -0.315087 -0.1004 0.1020 -0.1088 -0.031
H 3.218299 -0.975601 0.170574 0.0019 0.0232 -0.0173 0.030
H 4.607170 -0.315587 -0.369810 0.0000 0.0077 -0.0158 0.060
H 4.521322 0.827566 1.565480 -0.0087 0.0142 0.0025 0.106
H 2.811789 0.535712 1.668569 0.0458 0.0463 -0.0267 0.052
H 3.917950 2.520520 -0.347521 0.0030 -0.0278 -0.0086 0.104
H 3.614246 2.959108 1.326988 0.0112 0.0210 -0.0182 0.102
H 1.740380 3.600716 -0.077129 -0.0333 -0.0030 0.0670 0.098
H 1.258124 2.446927 1.152062 -0.0122 -0.0614 0.0179 0.095
H 1.949704 1.112268 -1.390403 0.0209 -0.0454 0.0427 0.093
H 0.679469 2.336449 -1.578409 0.0542 -0.0319 -0.0201 0.101
H -0.331459 0.364568 -1.108179 -0.0503 0.0090 0.0094 0.074
H -0.500481 1.275080 0.202731 0.0080 -0.0276 0.0386 0.060
O -1.778080 -2.702767 0.743682 -0.2003 0.0297 0.2833 -0.032
C -2.519353 -1.696209 0.887459 0.4607 -0.2379 -0.1031 -0.655
O -2.155091 -0.570622 0.421972 -0.3033 0.3875 -0.1268 -0.133
C -3.723574 -1.727827 1.786091 0.0277 -0.1675 0.1287 -0.158
C -4.945931 -0.924793 1.367047 -0.0366 0.1199 -0.0955 -0.244
Ge -4.704259 0.900960 0.666645 -0.0318 0.0158 0.0626 1.025
C -4.486483 1.026258 -1.274024 0.0002 -0.0663 -0.0510 -0.254
C -5.605530 0.884685 -2.095147 0.0387 0.0059 -0.0003 -0.108
C -5.493782 0.957190 -3.477900 -0.0305 -0.0009 0.0231 -0.096
C -4.257637 1.190435 -4.061084 0.0065 0.0054 -0.0353 -0.102
C -3.136885 1.345813 -3.258266 0.0555 0.0062 0.0146 -0.084
C -3.252500 1.257966 -1.878190 -0.0373 -0.0389 0.0033 -0.109
C -3.336542 1.946577 1.573836 0.0077 -0.0238 0.0479 -0.264
C -2.727069 3.031618 0.946928 -0.0209 0.0348 0.0140 -0.124
C -1.669009 3.700493 1.552099 0.0132 0.0073 -0.0454 -0.098
C -1.203931 3.286713 2.790932 0.0225 0.0161 0.0114 -0.096
C -1.818732 2.225012 3.439090 -0.0184 0.0028 0.0535 -0.101
C -2.883366 1.570701 2.838156 0.0475 0.0188 -0.0766 -0.100
C -6.451075 1.782808 0.945843 -0.0069 -0.0233 0.0609 -0.266
C -6.631596 3.084837 0.475685 0.0457 0.0119 -0.0075 -0.110
C -7.830851 3.757611 0.649172 -0.0102 0.0124 -0.0039 -0.094
C -8.887699 3.132982 1.299094 -0.0121 0.0252 -0.0045 -0.106
C -8.731973 1.839491 1.769179 -0.0257 -0.0253 0.0146 -0.099
C -7.523558 1.174129 1.593783 -0.0157 0.0263 -0.0281 -0.108
H -3.330308 -1.292403 2.711042 0.0170 -0.1847 0.0414 0.112
H -3.965849 -2.768606 1.999868 -0.0636 0.0181 -0.0016 0.120
H -5.585125 -0.821737 2.246583 -0.0585 -0.0161 -0.0303 0.057
H -5.537942 -1.458595 0.617882 0.0326 -0.0164 -0.0087 0.079
H -6.581713 0.724691 -1.649871 -0.0133 -0.0036 -0.0085 0.098
H -6.372461 0.836902 -4.099910 -0.0061 0.0006 0.0091 0.097
H -4.167613 1.252413 -5.138655 0.0009 -0.0005 0.0010 0.096
H -2.167867 1.529928 -3.707149 -0.0069 -0.0018 -0.0052 0.100
H -2.376121 1.362732 -1.254143 0.0410 -0.0110 -0.0211 0.068
H -3.069417 3.355058 -0.030702 0.0319 -0.0049 0.0030 0.093
H -1.191344 4.530672 1.045083 -0.0141 0.0029 -0.0066 0.100
H -0.354661 3.780578 3.245710 -0.0004 -0.0047 0.0077 0.105
H -1.448818 1.889609 4.399269 0.0044 -0.0196 -0.0109 0.099
H -3.340686 0.732195 3.350298 0.0240 0.0216 0.0236 0.097
H -5.816493 3.583279 -0.039860 -0.0116 0.0128 0.0003 0.100
H -7.943655 4.768851 0.277569 0.0023 0.0010 -0.0003 0.098
H -9.827304 3.653575 1.437068 0.0006 0.0021 -0.0017 0.095
H -9.551976 1.344115 2.275212 0.0015 0.0000 -0.0013 0.097
H -7.431580 0.162091 1.968239 0.0013 -0.0083 0.0081 0.083
O 3.284440 -1.409983 2.964794 -0.0440 -0.0359 0.0090 -0.397
S 1.945470 -1.884966 2.688126 0.0329 -0.0587 -0.0959 0.108
O 1.591986 -3.133714 3.322065 -0.0610 0.0163 -0.0063 -0.395
O 1.712092 -1.958807 1.174388 0.1397 -0.2487 0.2967 -0.559
S 0.538047 -0.430326 3.148162 -0.0282 -0.0365 0.0619 0.285

***

No. 3
64
Properties=species:S:1:pos:R:3:forces:R:3:lowdin_charge:R:1 method="wB97M-V/def2-TZVPD" homo_energy_ha="-0.702 / -0.738" spin_multiplicity=6 orbital_gap_ev="6.97 / 4.27" s2=8.810 total_charge=+4
Ir 0.643652 -0.553886 -0.611382 -1.4544 0.1082 0.7927 1.104
C -1.343864 2.487635 3.709120 0.0160 -0.1554 0.0158 -0.425
C -0.827638 1.273607 4.488489 -0.0397 0.0824 -0.0394 -0.417
S 0.227640 0.365247 3.313352 -0.0146 0.1420 -0.0834 0.962
C -0.096985 -1.355898 3.740416 0.0456 -0.1096 -0.0758 -0.445
C 0.441109 -2.341695 2.710759 -0.0640 -0.2475 -0.0556 -0.442
S -0.217273 -2.275722 1.005345 0.6588 0.0000 0.0745 0.819
C -2.007971 -2.233179 1.263507 0.0822 0.0311 0.0633 -0.458
C -2.703476 -1.872081 -0.033822 0.0465 0.0794 0.1020 -0.490
S -2.305976 -0.198210 -0.582680 0.0884 0.2183 -0.0829 0.856
C -3.446472 0.824207 0.422932 0.0575 0.0131 -0.0109 -0.455
C -3.087142 1.233523 1.854445 -0.0131 -0.1043 -0.0557 -0.452
S -1.464077 2.012008 1.953044 0.1016 0.0114 -0.0265 0.959
H -0.657862 3.333120 3.737270 0.0354 -0.0178 0.0021 0.100
H -2.315389 2.827804 4.064533 -0.0025 0.0416 0.0229 0.113
H -1.641086 0.617570 4.799729 0.0085 0.0161 -0.0387 0.102
H -0.245842 1.545146 5.368937 -0.0328 0.0207 0.0144 0.112
H -1.159610 -1.490595 3.938584 -0.0082 -0.0100 -0.0268 0.092
H 0.433481 -1.537692 4.680713 -0.0380 -0.0454 0.0291 0.124
H 0.202535 -3.351425 3.047257 0.0654 -0.0003 0.1190 0.110
H 1.525062 -2.288956 2.604197 -0.0782 0.0306 0.0225 0.074
H -2.231240 -1.507434 2.043341 -0.0808 -0.0372 -0.0313 0.059
H -2.284381 -3.230802 1.607230 -0.0771 -0.0009 -0.0137 0.118
H -3.784341 -1.946256 0.085339 -0.0232 -0.0349 -0.0421 0.109
H -2.420167 -2.535085 -0.853303 -0.0091 -0.0548 0.0565 0.086
H -4.377502 0.256118 0.446735 -0.0696 0.1024 -0.0017 0.105
H -3.627109 1.705521 -0.193009 0.0230 0.0128 0.0509 0.091
H -3.155507 0.409019 2.566648 0.0367 0.0223 -0.0441 0.091
H -3.790130 2.005781 2.180863 -0.0870 -0.0690 -0.0109 0.116
C 3.256613 -0.374872 1.384163 0.0654 0.0806 -0.0947 -0.017
C 2.836403 0.991695 0.928441 -0.4022 -0.0650 -0.2965 -0.293
C 3.438373 2.137111 1.451191 0.0503 0.2166 0.0455 0.045
C 3.040048 3.383527 1.014732 0.0506 0.0689 0.0300 0.036
C 2.083142 3.487081 0.001793 0.1420 0.3192 0.0398 0.046
C 1.545989 2.336578 -0.519178 0.0152 -0.3198 -0.0062 -0.196
N 1.882968 1.111874 -0.012777 0.3001 -0.1898 0.2214 -0.017
C 0.739574 2.280041 -1.754175 0.2456 -1.0318 0.5218 -0.152
C 0.552337 3.324030 -2.662918 -0.2386 0.4951 -0.7419 0.111
C 0.009320 3.032556 -3.911122 0.1309 0.2169 0.0649 0.059
C -0.263794 1.715554 -4.258658 -0.1491 0.3570 -0.4843 0.105
C -0.056361 0.719304 -3.301675 -0.0527 -1.1051 0.1992 -0.168
N 0.354667 1.050653 -2.071124 0.5080 0.0554 0.1157 -0.016
C -0.079304 -0.722409 -3.561037 0.4919 0.9753 0.9860 -0.155
C -0.526164 -1.275293 -4.750697 -0.2232 -0.5549 -0.8837 0.100
C -0.323252 -2.636331 -4.980032 -0.1255 0.0425 -0.2295 0.057
C 0.348393 -3.382700 -4.038460 -0.2221 -0.2025 -0.6575 0.096
C 0.771994 -2.793134 -2.827655 0.1505 0.9272 0.7253 -0.226
C 1.552239 -3.604979 -1.846328 -0.0934 0.2348 -0.1065 0.002
N 0.505936 -1.493092 -2.592084 0.3309 -0.7491 -0.0657 0.003
H 3.119171 -0.493248 2.460358 0.0187 0.0695 -0.0040 0.090
H 4.319703 -0.524569 1.185795 0.0243 0.0531 -0.0038 0.121
H 2.717612 -1.170488 0.861683 0.0188 0.0774 -0.0006 0.035
H 4.224918 2.030679 2.188031 -0.0185 0.0304 0.0062 0.150
H 3.495626 4.277578 1.423708 -0.0177 -0.0239 -0.0179 0.146
H 1.805144 4.457334 -0.390295 0.0389 -0.0200 0.0432 0.137
H 0.869842 4.332797 -2.430808 -0.0603 -0.0056 -0.0139 0.146
H -0.132764 3.823483 -4.637320 -0.0039 -0.0087 0.0187 0.152
H -0.583405 1.471053 -5.263560 -0.0472 0.0670 0.0288 0.145
H -1.008603 -0.662633 -5.501722 0.0000 -0.0411 0.0140 0.146
H -0.660114 -3.090097 -5.904514 0.0042 0.0156 0.0241 0.154
H 0.572652 -4.427440 -4.219477 -0.0151 -0.0054 0.0069 0.160
H 2.499562 -3.907384 -2.302807 -0.0240 -0.0535 -0.1230 0.130
H 1.023680 -4.523401 -1.583246 -0.0421 -0.0329 -0.0676 0.121
H 1.785412 -3.058243 -0.936815 -0.0237 0.0612 -0.0205 0.030